Here is a 5-piece molecular cluster, H10O5 overall in a non-equilibrium geometry from OMol25. Energies are from the ωB97M-V functional and the def2-TZVPD basis.

Structure (XYZ):
```
15
Properties=species:S:1:pos:R:3:forces:R:3
O -4.268 1.153 0.879 0.4 0.3 -0.4
O 2.502 -0.695 -1.725 0.7 0.9 0.0
O 2.898 -0.057 1.561 0.1 0.1 -0.7
O 5.124 1.111 -1.936 0.4 0.2 -0.2
O -6.217 -1.550 1.516 0.2 0.1 0.0
H -3.456 0.657 0.686 -0.3 0.1 0.1
H 1.804 -0.573 -2.383 0.1 -0.4 0.4
H 2.188 0.495 1.199 -0.1 0.0 0.2
H 5.730 0.804 -2.639 -0.3 0.1 0.3
H -5.927 -0.627 1.648 0.0 0.1 -0.1
H -4.119 2.021 0.447 -0.3 -0.7 0.4
H 2.374 -1.479 -1.194 -0.5 -0.4 -0.2
H 3.484 -0.157 0.789 0.0 0.0 0.4
H 4.484 0.405 -1.779 -0.4 -0.4 -0.2
H -7.166 -1.533 1.307 0.0 0.1 0.0
```
Forces are in eV/Å.

- E_LUMO (alpha / beta): -2.73 / -11.89 eV
- DFT total energy: -381.751970 a.u.
- Kohn-Sham gap (alpha / beta): 12.58 / 1.36 eV
- Spin multiplicity: 2
- <S²>: 0.756
- Energy relative to the best compared isomer or geometry (same formula, charge and spin): 42.05 kcal per mole
- Highest occupied orbital energy (alpha / beta): -15.31 / -13.25 eV
- Net charge: +1

Mulliken atomic charge list, values in e, 8 entries: O -0.601; O -0.642; O -0.495; O -0.427; O -0.408; H 0.330; H 0.316; H 0.370